Record 1
2 unconnected molecules or ions with the total composition C8H16O2P at a distorted geometry. Source: the Open Molecules 2025 dataset; level of theory: ωB97M-V/def2-TZVPD.

The total energy comes out at -21938.4822 eV. The gap between HOMO and LUMO is 7.922 eV. Its total charge is -1. The calculation puts the HOMO energy at -4.705 eV. As for the lowest unoccupied orbital energy: 3.2 eV. As for the spin multiplicity: 1.

Each line ends with the natural charge from an NBO analysis.
Positions of all 27 atoms, in Å:
C -0.1986 -2.7382 0.7287  -0.444
C -1.2888 -2.2520 0.2728  0.087
C 2.1644 1.6549 -1.0151  -0.612
C -2.2852 -1.5903 -0.1809  -0.351
C 0.6391 1.8816 -1.1236  -0.386
C -2.3688 -0.1275 0.2960  -0.408
C -0.1304 0.6267 -0.6550  -0.419
C -1.6694 0.7729 -0.7231  -0.375
O 2.3686 -3.5343 2.3274  -1.181
O 0.5135 -3.2361 3.9858  -1.176
P 1.5513 -2.5986 3.1145  1.861
H 0.6486 -2.8368 0.0716  0.230
H -0.1664 -3.1049 1.6690  0.238
H 2.2646 0.5879 -1.4026  0.206
H 2.8390 2.4110 -1.3872  0.202
H 2.4168 1.5094 -0.0225  0.205
H 2.3067 -1.6427 3.6435  -0.219
H -3.0533 -2.1775 -0.7258  0.218
H 0.3881 2.2841 -2.1383  0.183
H 0.3696 2.7837 -0.5604  0.186
H -3.4506 0.2534 0.3695  0.197
H -1.8127 0.1125 1.2199  0.220
H 0.2314 -0.3244 -1.0396  0.214
H 0.1529 0.5021 0.3403  0.207
H -2.0288 0.4921 -1.6928  0.190
H -1.8255 1.9255 -0.6568  0.183
H 0.9735 -1.4041 2.3425  -0.256

---

Record 2
A single Cl3O3P molecule at a distorted geometry. Source: the Open Molecules 2025 dataset; level of theory: ωB97M-V/def2-TZVPD.

The total energy comes out at -52997.5550 eV. The gap between HOMO and LUMO is 9.840 eV. The calculation puts the HOMO energy at -11.523 eV. As for the lowest unoccupied orbital energy: -1.7 eV. As for the spin multiplicity: 1.

Each line ends with the natural charge from an NBO analysis.
Positions of all 7 atoms, in Å:
O 0.9261 1.1786 0.6987  -1.019
P -0.1662 0.3739 0.1678  2.264
Cl -2.0567 0.7664 0.8444  -0.239
O -0.5524 0.1733 -1.3931  -0.798
Cl 0.6661 0.2914 -2.6100  0.305
O 0.0337 -1.1824 0.5060  -0.810
Cl 1.1493 -1.6012 1.7862  0.296

---

Record 3
A molecular structure, C21H21AuN4O4S at a distorted geometry. Source: the Open Molecules 2025 dataset; level of theory: ωB97M-V/def2-TZVPD.

The total energy comes out at -50794.1297 eV. The gap between HOMO and LUMO is 7.830 eV. The calculation puts the HOMO energy at -8.214 eV. As for the lowest unoccupied orbital energy: -0.4 eV. As for the spin multiplicity: 1.

Each line ends with the natural charge from an NBO analysis.
Positions of all 52 atoms, in Å:
Au -1.4621 -1.4289 -1.4251  0.809
C -1.6691 -0.4993 2.9151  -0.239
C -1.9768 -0.6677 1.5791  0.037
N -1.3219 -1.5305 0.8115  -0.533
C -0.3367 -2.2513 1.3252  0.092
C 0.0085 -2.1976 2.6740  -0.083
C -0.6851 -1.2916 3.4753  -0.144
C 0.9569 -3.1190 3.2991  -0.162
C 2.2353 -3.3569 2.9983  -0.190
C 3.0491 -2.6965 1.9881  0.179
C 4.3224 -3.1894 1.6782  -0.282
C 5.0650 -2.4686 0.7575  0.084
N 4.5952 -1.3715 0.1848  -0.433
C 3.3688 -1.0083 0.5149  0.278
N 2.5829 -1.5960 1.3936  -0.458
H -2.2119 0.2156 3.5094  0.224
H -2.7782 -0.1216 1.1077  0.207
H 0.1679 -2.9077 0.6369  0.231
H -0.4474 -1.2103 4.5252  0.221
H 0.5384 -3.6542 4.1430  0.216
H 2.7678 -4.0969 3.5826  0.213
H 4.7147 -4.0849 2.1334  0.222
H 6.0682 -2.7633 0.4701  0.200
H 2.9715 -0.1274 0.0238  0.178
C -2.3830 4.6179 2.1774  -0.633
C -2.1804 3.8557 0.9025  0.019
C -1.0394 4.0271 0.1234  -0.216
C -0.8457 3.2843 -1.0319  -0.158
C -1.8038 2.3634 -1.4125  -0.361
C -2.9607 2.2034 -0.6695  -0.120
C -3.1493 2.9474 0.4801  -0.241
S -1.6398 1.3686 -2.8941  2.303
O -1.9760 2.1355 -4.0475  -0.918
O -2.4911 0.1947 -2.6810  -1.006
N -0.0233 1.0123 -2.9602  -0.861
C 0.4496 0.4151 -4.2083  -0.226
C 0.1044 -1.0704 -4.3316  -0.541
C 0.9814 -1.8825 -3.3439  0.765
O 2.0655 -2.2784 -3.7257  -0.667
O 0.5338 -2.0410 -2.1574  -0.888
H -1.4560 5.0694 2.5222  0.221
H -2.7534 3.9557 2.9592  0.220
H -3.1216 5.4065 2.0278  0.229
H -0.2914 4.7497 0.4199  0.219
H 0.0434 3.4088 -1.6289  0.241
H -3.6986 1.4901 -1.0019  0.234
H -4.0575 2.8254 1.0551  0.216
H 0.2771 0.4577 -2.1680  0.414
H 1.5360 0.5448 -4.2327  0.223
H -0.0091 0.9936 -5.0139  0.224
H 0.3237 -1.4159 -5.3425  0.235
H -0.9562 -1.2143 -4.1174  0.206

---

Record 4
6 unconnected molecules or ions with the total composition H12O6. Source: the Open Molecules 2025 dataset; level of theory: ωB97M-V/def2-TZVPD.

The total energy comes out at -12479.9650 eV. The gap between HOMO and LUMO is 11.040 eV. The calculation puts the HOMO energy at -11.036 eV. As for the lowest unoccupied orbital energy: 0.0 eV. As for the spin multiplicity: 1.

Each line ends with the natural charge from an NBO analysis.
Positions of all 18 atoms, in Å:
O -2.3762 1.8917 1.7291  -0.941
H -1.7318 1.1871 1.5820  0.473
H -1.9091 2.5549 2.2481  0.466
O -0.3305 -0.5494 1.8135  -0.965
H -0.4229 -1.3832 2.2893  0.494
H 0.2820 -0.0248 2.3467  0.480
O 0.5445 0.2626 -0.9191  -0.986
H 0.1434 0.1684 -0.0396  0.491
H -0.0600 -0.2120 -1.5102  0.492
O 2.4479 -2.0341 -0.8519  -0.957
H 2.4367 -1.6730 0.0389  0.466
H 1.9245 -1.4019 -1.3613  0.488
O -0.7732 -2.6177 -1.8857  -0.959
H -0.9780 -3.2237 -2.6062  0.476
H -0.0474 -3.0392 -1.4045  0.484
O -0.0409 3.5853 -0.4560  -0.947
H 0.8607 3.8276 -0.2194  0.462
H 0.0304 2.6814 -0.7936  0.483

---

Record 5
6 unconnected molecules or ions with the total composition C20H28O19S at a distorted geometry. Source: the Open Molecules 2025 dataset; level of theory: ωB97M-V/def2-TZVPD.

The total energy comes out at -70931.9064 eV. The gap between HOMO and LUMO is 10.553 eV. The calculation puts the HOMO energy at -10.082 eV. As for the lowest unoccupied orbital energy: 0.5 eV. As for the spin multiplicity: 1.

Each line ends with the natural charge from an NBO analysis.
Positions of all 68 atoms, in Å:
C -4.9100 -1.6189 -1.2363  -0.901
S -3.9864 -3.1049 -1.4820  2.206
O -4.0668 -3.8861 -0.2752  -0.948
O -4.4157 -3.7147 -2.7131  -0.950
C -2.3205 -2.5627 -1.7206  -0.547
C -2.1921 -1.5502 -2.8665  -0.074
O -0.8373 -1.0786 -2.6583  -0.506
C -0.8348 -0.7405 -1.3232  0.796
O -0.2970 0.2587 -0.8905  -0.545
C -1.6319 -1.7984 -0.5776  -0.529
H -4.7383 -0.9233 -2.0393  0.258
H -5.9547 -1.8949 -1.1941  0.261
H -4.6399 -1.1865 -0.2815  0.241
H -1.6700 -3.3775 -2.0132  0.304
H -2.3296 -1.9973 -3.8367  0.225
H -2.8081 -0.6693 -2.7151  0.184
H -2.3694 -1.3711 0.0890  0.236
H -0.9670 -2.4754 -0.0660  0.275
O -0.2780 -4.8732 -1.2908  -0.595
C 0.5371 -4.9371 -0.4292  0.980
O 0.8633 -3.9073 0.3837  -0.505
C 1.7140 -4.4017 1.4263  -0.109
C 2.3021 -5.6420 0.7892  -0.099
O 1.2669 -6.0287 -0.1313  -0.484
H 2.4568 -3.6574 1.6911  0.234
H 1.1027 -4.6323 2.3004  0.184
H 3.2107 -5.4306 0.2241  0.195
H 2.4977 -6.4414 1.4975  0.206
O 5.3670 -2.5702 1.2038  -0.599
C 4.5771 -1.7065 0.9933  0.972
O 4.6742 -0.7971 0.0046  -0.497
C 3.4244 -0.0834 -0.0788  -0.108
C 2.8559 -0.2649 1.3080  -0.112
O 3.4489 -1.5181 1.7151  -0.511
H 3.5916 0.9556 -0.3327  0.234
H 2.8039 -0.5451 -0.8490  0.189
H 3.1732 0.5197 1.9913  0.212
H 1.7712 -0.3296 1.3211  0.213
O 3.9071 2.1471 3.3706  -0.596
C 4.9535 2.4426 2.8930  0.976
O 5.9277 1.5582 2.5967  -0.485
C 6.9172 2.2257 1.8041  -0.101
C 6.7094 3.6753 2.1965  -0.099
O 5.3220 3.6962 2.5550  -0.486
H 7.9072 1.8483 2.0430  0.208
H 6.7038 2.0401 0.7506  0.196
H 7.3002 3.9610 3.0685  0.185
H 6.8985 4.3750 1.3875  0.208
O 2.5468 2.8710 0.0710  -0.600
C 2.1460 3.6858 0.8344  0.983
O 2.7901 4.8346 1.1363  -0.487
C 1.9189 5.6431 1.9328  -0.098
C 0.9825 4.6110 2.5282  -0.101
O 0.9970 3.5827 1.5328  -0.481
H 2.4907 6.1905 2.6770  0.205
H 1.4022 6.3496 1.2808  0.184
H 1.3587 4.1959 3.4644  0.198
H -0.0295 4.9779 2.6749  0.202
O -5.2999 1.2657 -2.9111  -0.581
C -6.4753 1.3755 -2.8050  0.973
O -7.1972 0.9321 -1.7476  -0.494
C -8.5328 1.4364 -1.8728  -0.100
C -8.6403 1.6919 -3.3624  -0.101
O -7.2797 1.9557 -3.7215  -0.483
H -9.2469 0.7045 -1.5060  0.207
H -8.6176 2.3509 -1.2839  0.188
H -8.9846 0.8155 -3.9136  0.190
H -9.2671 2.5432 -3.6118  0.207

---

Record 6
2 unconnected molecules or ions with the total composition C7H8N2O3 at a distorted geometry. Source: the Open Molecules 2025 dataset; level of theory: ωB97M-V/def2-TZVPD.

The total energy comes out at -16505.6320 eV. The gap between HOMO and LUMO is 8.140 eV. The calculation puts the HOMO energy at -8.208 eV. As for the lowest unoccupied orbital energy: -0.1 eV. As for the spin multiplicity: 1.

Each line ends with the natural charge from an NBO analysis.
Positions of all 20 atoms, in Å:
C -1.0893 2.6206 -0.6598  0.186
C -0.2384 0.8408 0.3374  0.371
C 0.7501 -2.3019 1.7728  -0.324
C 0.0109 -0.1461 1.1539  -0.300
C 0.1081 -1.5481 0.9488  -0.223
C -3.4060 0.9127 1.9219  1.028
C -0.6594 1.8276 -1.9783  -0.348
N -0.8567 1.9816 0.4082  -0.468
N -0.0533 0.5321 -1.7317  -0.243
O -3.8225 0.9357 0.8562  -0.517
O -3.1103 0.7409 3.0132  -0.512
O 1.3763 0.5246 -1.8722  -0.600
H -1.5903 3.5111 -0.7904  0.190
H 1.0032 -3.3861 1.5630  0.197
H 0.9662 -2.0214 2.7142  0.184
H -0.0089 0.3121 2.1609  0.237
H -0.2719 -1.8913 -0.0020  0.224
H -1.7737 1.5938 -2.2798  0.219
H -0.1495 2.5606 -2.7382  0.233
H 1.5495 -0.3053 -2.2597  0.466